11
Properties=species:S:1:pos:R:3:forces:R:3:mulliken_charge:R:1 method="wB97M-V/def2-TZVPD" lumo_energy_ev=-0.31 homo_energy_ev=-10.38 relative_energy_kcal_mol=183.5 homo_lumo_gap_ev=10.07 total_energy_ha=-677.6648
C 0.425 -0.130 -1.163 1.8 -2.6 -5.9 -0.8058
C 0.213 0.474 0.145 1.3 5.8 -4.4 -0.0968
C -0.655 -0.156 0.923 -1.2 -6.7 7.6 -0.1455
H 0.417 0.870 -2.260 -0.1 -3.7 3.5 0.2278
H 2.169 -0.648 -1.152 -4.1 0.9 -0.3 0.1436
H -0.530 -1.397 -1.436 3.0 3.8 0.6 0.2259
H 1.130 0.516 0.596 2.1 1.2 1.2 0.3900
H -0.344 1.453 -0.177 1.6 -0.9 1.2 0.1908
H -0.375 -1.224 1.285 -0.2 1.6 -1.1 0.3131
F -1.815 -0.201 0.399 -3.8 0.3 -0.6 -0.1812
Cl -0.634 0.443 2.838 -0.3 0.2 -1.9 -0.2618